Run w
Density functional theory data (ωB97M-V/def2-TZVPD) for a 2-piece molecular cluster, C2H2N2O3 overall.

Computed properties:
structure (SMILES) = N#CC=O.O=NO
charge = 0
HOMO energy = -10.982 eV
gap between HOMO and LUMO = 9.7 eV
multiplicity = 1

Positions of all 9 atoms, in Å:
N: 3.15 0.29 1.03
C: 2.24 0.19 0.36
C: 1.10 0.02 -0.51
O: 0.58 -0.99 -0.83
H: 0.93 1.18 -0.89
O: -2.71 1.10 0.68
N: -1.83 0.48 0.16
O: -1.96 -0.95 0.41
H: -1.51 -1.32 -0.40

=====

Run x
Density functional theory data (ωB97M-V/def2-TZVPD) for a 2-piece molecular cluster, C2H2N2O3 overall.

Computed properties:
charge = 0
HOMO energy = -9.788 eV
gap between HOMO and LUMO = 9.9 eV
multiplicity = 1

Positions of all 9 atoms, in Å:
C: 1.68 -1.70 0.29
C: -1.25 -0.42 0.53
N: 1.98 -0.59 0.10
N: -2.12 0.16 -0.09
O: -0.71 -0.97 1.40
O: 2.36 0.69 -0.07
O: -2.16 0.55 -1.41
H: 3.06 1.03 0.44
H: -2.84 1.26 -1.19

=====

Relative energies, kJ/mol: run w 0.0; run x 190.6.

=====

Run w
Density functional theory data (ωB97M-V/def2-TZVPD) for a 2-piece molecular cluster, C2H2N2O3 overall.

Computed properties:
charge = 0
HOMO energy (spin up / spin down) = -9.827 / -12.346 eV
gap between HOMO and LUMO (spin up / spin down) = 4.9 / 9.7 eV
multiplicity = 1

Positions of all 9 atoms, in Å:
C: 0.10 -2.07 -1.10
C: -0.76 0.97 0.45
N: -0.49 -3.04 -1.29
N: 0.59 1.05 0.22
O: 1.12 2.08 -0.26
O: 1.28 -0.01 0.52
O: -1.25 0.02 1.00
H: -1.35 1.79 0.09
H: 0.77 -0.79 0.37

=====

Run x
Density functional theory data (ωB97M-V/def2-TZVPD) for C2H2N2O3 in the gas phase.

Computed properties:
structure (SMILES) = O=c1[nH]oc(=O)[nH]1
charge = 0
HOMO energy = -10.492 eV
gap between HOMO and LUMO = 10.8 eV
multiplicity = 1

Positions of all 9 atoms, in Å:
O: -2.12 -0.61 0.13
C: -1.06 -0.07 -0.03
N: -0.56 1.20 -0.23
O: 0.84 1.11 0.07
C: 1.19 -0.27 -0.12
O: 2.27 -0.55 0.10
N: 0.00 -0.83 -0.10
H: -0.69 2.01 0.48
H: 0.14 -1.98 -0.29

=====

Relative energies, kJ/mol: run w 532.2; run x 0.0.